This record from OMol25 describes a molecular structure, C3H6O2P3. The level of theory is ωB97M-V/def2-TZVPD.

Structure (XYZ):
```
14
Properties=species:S:1:pos:R:3:mulliken_charge:R:1
C -0.3777 -1.4883 -0.2780 0.070
C -1.3732 0.7462 0.5840 -1.825
C -0.5159 -0.0251 -0.5673 0.170
O 1.2806 -1.5443 0.5255 -0.403
O -1.2012 -2.0782 0.3816 -0.635
P 1.8624 1.3470 0.8313 -0.210
P 2.3654 -0.6225 -0.0845 0.016
P 1.0039 0.8458 -1.0982 -0.146
H -1.4711 1.7102 0.2549 0.526
H -2.2861 0.2825 0.4696 0.464
H -1.0674 0.6809 1.5459 0.477
H -1.1703 0.1712 -1.3681 0.286
H 2.8702 2.0238 0.0429 0.022
H 0.0804 -2.0490 -1.2397 0.189
```

Summary:
**LUMO**: 4.205 eV
**DFT total energy**: -1292.4758 hartree
**HOMO**: -3.960 eV
**Kohn-Sham gap**: 0.300 Eh
**Charge**: -1